37
Properties=species:S:1:pos:R:3:forces:R:3 method="wB97M-V/def2-TZVPD" spin_multiplicity=1 homo_energy_ev=-8.58 orbital_gap_ev=7.4 fmax_ev_per_a=1.44 lumo_energy_ev=-1.20 total_energy_ev=-59548.87409
Cl -1.6932 4.8686 0.1561 0.270 0.127 0.036
C -0.4656 -1.9390 4.0902 0.495 -0.035 -0.154
H -4.1411 -1.0573 -5.2945 0.085 0.058 -0.025
H 5.4935 -1.0212 -0.0553 -0.247 0.076 -0.051
Cl 1.1207 4.8801 1.1068 -0.131 0.213 -0.047
H -1.8576 -0.9738 2.7128 0.256 -0.097 0.077
H -4.2307 -0.0229 -2.3919 -0.209 -0.106 -0.505
C 2.4314 0.0705 -1.0810 0.097 -0.354 0.208
H -1.2245 -2.1551 4.8347 0.192 0.005 -0.049
C -4.6774 -0.4875 -3.2807 0.012 0.106 0.168
C 2.2528 -0.9960 0.9840 0.481 0.470 -1.175
C -3.7497 -0.4321 -4.4877 -0.132 -0.013 -0.085
O 0.3004 2.5350 -1.6029 -0.258 -0.162 1.105
C 0.0014 4.4550 -0.2043 0.089 -0.225 -0.484
C 4.4221 -0.8285 -0.0611 -0.548 0.173 -0.235
C 1.8044 -1.9887 3.2652 -0.250 0.172 -0.341
H 0.3006 5.0004 -1.1047 -0.122 -0.144 0.363
O -0.1485 2.2492 0.6197 0.188 -0.048 -1.238
N 1.6671 -0.3870 -0.0777 0.563 0.076 0.168
C -0.8305 -1.2858 2.9160 0.462 -0.118 -0.059
H -2.7471 -0.7898 -4.2458 -0.019 0.011 -0.001
H 1.2091 -2.8063 5.1674 -0.098 0.120 -0.161
I -3.3986 0.0775 0.1645 0.763 -0.158 0.201
H 4.0597 -1.7122 1.8982 0.095 0.156 -0.403
C 0.8801 -2.2959 4.2649 -0.304 0.241 -0.308
C 0.0684 2.9317 -0.4474 -0.009 -0.176 0.295
Cd -0.6591 0.1685 0.0860 -0.224 0.623 0.193
C 3.8067 -0.1628 -1.1336 0.016 -0.185 0.535
H -3.6649 0.5863 -4.8733 0.081 -0.054 0.040
H 1.9160 0.6490 -1.8505 0.113 -0.212 0.183
C 3.6358 -1.2308 1.0191 -0.484 0.177 -0.126
H 2.8628 -2.2248 3.3581 -0.403 -0.080 0.211
H 4.3700 0.1845 -1.9940 -0.030 -0.036 0.204
C 1.3600 -1.3517 2.0981 -1.104 -0.199 0.897
H -4.9133 -1.5207 -3.0158 0.009 0.030 0.025
N 0.0599 -1.0097 1.9533 0.257 -0.371 0.507
H -5.6208 0.0234 -3.4931 0.047 -0.059 0.030

10
Properties=species:S:1:pos:R:3:forces:R:3 method="wB97M-V/def2-TZVPD" spin_multiplicity=1 de_lowest_kcal_mol=68.8 homo_energy_ev="-8.12 / -8.13" orbital_gap_ev="7.0 / 7.1" fmax_ev_per_a=3.97 lumo_energy_ev="-1.10 / -0.99" total_energy_ev=-22784.05195
H -0.3250 -1.4620 -0.1770 0.999 0.347 -0.353
C 1.6283 -0.6831 0.4587 2.781 2.776 0.535
C 0.3672 0.6376 -0.7871 -1.264 0.429 1.385
P -1.3032 1.3333 -0.0848 1.062 1.437 -0.724
H 0.1254 0.7628 -1.8341 0.650 0.018 -0.424
H -3.1478 0.0296 0.7864 -1.041 -0.320 0.752
C -2.1218 0.1886 0.6326 0.433 -0.615 -0.401
C 0.5141 -0.7235 -0.2157 -2.425 -1.373 -0.676
P 1.9908 1.1451 0.1245 -1.019 -1.535 -0.585
H 2.2720 -1.2284 1.0964 -0.177 -1.164 0.490

61
Properties=species:S:1:pos:R:3:forces:R:3 method="wB97M-V/def2-TZVPD" spin_multiplicity=4 homo_energy_ev="-10.72 / -10.75" total_charge=+1 orbital_gap_ev="6.2 / 6.0" fmax_ev_per_a=3.97 lumo_energy_ev="-4.56 / -4.75" total_energy_ev=-85673.47098
C 2.4072 -2.3144 -1.7505 -0.098 0.068 0.106
O 0.3120 1.4509 -1.6907 0.617 1.435 -0.363
H -5.4552 -0.1021 -2.9587 -0.152 -0.107 -0.037
C 0.3443 -0.4557 3.5432 0.013 -0.205 -0.134
O -1.2609 -0.6586 -1.5314 -0.389 -1.258 -0.229
C -2.1866 -1.7407 1.5638 0.248 0.335 -0.021
C 4.5431 -1.1045 -2.2399 0.117 0.212 0.022
N 1.9311 -0.3358 0.2108 1.060 0.142 2.413
H 4.7862 -1.8826 -2.9483 -0.004 -0.089 -0.047
C -2.1066 2.0653 1.3014 0.042 -0.024 0.057
H -2.7327 2.6190 0.6064 -0.042 0.072 -0.061
H 3.9249 3.0655 -0.1226 -0.084 0.038 0.050
H -0.6423 -2.7740 0.5104 0.005 -0.133 -0.018
H 3.1377 -1.1860 3.0277 -0.116 -0.051 0.053
H 4.0353 -0.2981 1.7960 0.006 0.027 -0.012
H -0.5898 -3.0021 2.2590 0.115 -0.086 0.082
C -0.6608 2.0009 -2.2453 -0.526 0.201 -0.422
H 0.6936 0.4493 4.0448 0.074 0.014 -0.008
C -3.5373 -1.9458 1.7857 -0.019 0.123 -0.031
C -3.4781 -0.4584 -2.2676 0.319 -0.054 0.143
C -2.6069 0.6627 1.4664 0.437 -0.265 -0.037
C -1.2579 -2.9030 1.4044 0.110 0.049 -0.003
C 3.0675 -0.1743 -0.5810 1.727 0.024 -0.471
H 2.5477 -2.7305 -2.7446 -0.067 -0.032 -0.032
C -2.1831 0.0735 -2.0262 -0.622 0.828 -0.676
H -0.7200 -0.5651 3.7358 0.011 -0.029 0.002
H -5.4684 -1.0617 2.0258 -0.094 0.008 0.008
C -4.4713 0.3071 -2.8028 0.122 0.193 0.056
H 3.1394 0.5677 3.0610 0.008 0.066 0.061
H -3.6489 -1.4881 -1.9995 -0.044 -0.146 0.037
H -1.0810 2.0653 0.9353 0.022 0.181 -0.035
C 3.1314 -0.2962 2.3978 -0.047 0.072 -0.181
H -1.8242 -3.8258 1.3105 0.060 -0.054 -0.023
H 6.3411 -0.0014 -2.6079 0.071 0.007 -0.065
C -4.2395 1.6527 -3.1455 0.662 0.236 0.160
H -4.6486 1.2383 1.7130 -0.036 0.121 -0.020
H 2.5650 -3.1123 -1.0253 -0.141 -0.065 0.068
C -3.9544 0.4118 1.6767 -0.112 -0.218 0.036
H -0.4908 2.9987 -2.6690 0.013 -0.005 0.064
H 0.8829 -1.2991 3.9729 0.015 -0.031 0.067
C 5.4110 -0.0375 -2.0621 -0.099 -0.035 -0.020
H -2.8144 3.2336 -3.2257 -0.010 0.165 -0.097
C 3.4752 2.1730 0.3083 0.002 -0.032 0.110
H 3.8162 2.1004 1.3406 0.013 0.071 0.100
Co 0.2971 -0.1415 -0.7199 -1.206 -0.646 0.164
C -1.9531 1.4427 -2.4071 0.246 -0.810 0.415
C 3.3606 -1.1802 -1.5253 -0.241 0.220 0.273
C -2.9968 2.2031 -2.9657 -0.527 -0.033 -0.085
C 3.8794 0.9766 -0.4966 -0.157 -0.346 0.093
H 2.3915 2.2880 0.3118 -0.031 0.130 0.022
H 1.3616 -1.9712 -1.6618 0.230 -0.352 -0.137
Cl -5.5272 2.6089 -3.7625 -0.261 0.130 -0.158
C -1.7138 -0.4203 1.4413 -1.653 -0.052 0.577
C 1.9146 -0.2898 1.5362 2.139 -0.154 -2.951
C 0.6018 -0.3407 2.0775 -3.941 0.390 -0.265
N -0.3596 -0.1935 1.1838 2.214 -0.278 1.520
H -3.8997 -2.9553 1.9049 -0.046 -0.128 -0.037
H -2.1290 2.5869 2.2585 0.066 0.100 0.012
H 5.7009 1.8753 -1.1500 0.000 0.063 -0.006
C -4.4191 -0.8805 1.8501 0.032 0.110 0.007
C 5.0580 1.0093 -1.2283 -0.052 -0.113 -0.096

8
Properties=species:S:1:pos:R:3:forces:R:3 method="wB97M-V/def2-TZVPD" spin_multiplicity=1 de_lowest_kcal_mol=58.8 homo_energy_ev=-8.92 orbital_gap_ev=8.0 fmax_ev_per_a=6.05 lumo_energy_ev=-0.96 total_energy_ev=-16492.64705
N 0.9186 1.1530 -0.0498 3.729 0.448 -1.000
C -0.3186 0.8009 0.2425 -3.134 -5.050 -1.121
O 1.3903 -1.2352 0.2656 0.836 -2.852 0.308
S 1.9851 0.0125 -0.0659 -0.390 2.786 0.092
H -1.8530 -0.6983 -0.0356 -1.671 -0.166 0.751
H -0.4136 -1.0015 -1.0764 -0.464 0.874 1.872
H -0.8536 1.4096 0.8939 -0.947 1.115 0.978
C -0.8553 -0.4410 -0.1743 2.041 2.844 -1.880